Entry 1:
100
Properties=species:S:1:pos:R:3:forces:R:3 method="wB97M-V/def2-TZVPD" e_homo_ev=-0.8 total_charge=-2 homo_lumo_gap_ev=4.75
Sr 0.588807 -0.269891 -0.115920 -0.36 -0.03 0.69
C 1.959818 4.812635 2.535994 -0.02 -0.02 -0.03
C 0.869518 4.369366 1.766568 0.10 0.00 -0.09
N 0.923977 4.187917 0.465649 -0.04 0.00 0.08
C 2.085939 4.432434 -0.165600 0.05 0.02 -0.02
C 3.222156 4.923192 0.502173 0.00 0.00 0.03
C 3.133912 5.099042 1.895390 0.03 0.01 -0.07
C 4.418604 5.223928 -0.232377 -0.02 -0.04 -0.22
C 4.475323 5.039451 -1.570428 -0.04 0.02 0.23
C 3.352655 4.502199 -2.284889 -0.02 -0.02 0.03
C 3.395824 4.248228 -3.665344 0.05 0.04 0.05
C 2.323957 3.661655 -4.276683 -0.10 -0.05 0.02
C 1.210100 3.326211 -3.488479 0.24 0.12 0.03
N 1.127576 3.587007 -2.205269 -0.28 -0.11 -0.08
C 2.172329 4.169660 -1.597006 0.08 0.03 0.02
H 1.857423 4.906489 3.609169 -0.01 0.00 -0.01
H -0.075153 4.144100 2.246057 0.00 0.00 0.02
H 4.003413 5.449202 2.441280 0.00 0.00 0.00
H 5.277138 5.599121 0.312661 0.01 0.00 0.01
H 5.379569 5.262916 -2.123599 0.02 0.00 -0.01
H 4.296425 4.488262 -4.218619 0.01 0.00 -0.02
H 2.337277 3.414719 -5.329375 0.00 -0.01 -0.01
H 0.366858 2.810485 -3.935066 -0.04 0.00 -0.01
F 0.501115 1.993341 5.462732 -0.01 -0.01 0.00
C -0.209729 1.998136 4.295908 0.07 -0.07 -0.04
C 0.228470 1.286319 3.201987 -0.15 0.17 0.20
C -0.477583 1.338701 1.992500 0.70 -0.33 -0.36
C -1.649668 2.109843 1.938203 -0.07 0.08 0.00
C -2.065945 2.791340 3.084184 0.01 -0.07 -0.04
F -3.184519 3.592931 3.102923 -0.03 -0.04 -0.06
C -1.365934 2.759687 4.272352 -0.02 0.04 0.03
C -2.329005 2.223736 0.620229 -0.13 -0.03 0.09
C -3.643990 2.691596 0.468605 0.06 -0.02 -0.07
C -4.188340 2.825075 -0.792776 0.04 0.00 -0.02
C -3.413225 2.512742 -1.899356 -0.03 0.00 -0.04
C -2.140814 2.019636 -1.662540 0.00 0.01 -0.07
N -1.621661 1.839276 -0.454743 0.03 -0.05 -0.05
H 1.132277 0.692842 3.292962 0.03 -0.04 0.10
H -1.708708 3.306260 5.138676 -0.01 0.01 0.00
H -4.230166 2.937895 1.335850 -0.02 0.02 0.08
H -5.206719 3.177777 -0.909118 0.00 0.01 -0.01
H -3.778858 2.632718 -2.911484 0.01 0.00 0.01
H -1.498505 1.747561 -2.493329 0.00 -0.01 -0.02
C -2.439717 -3.901072 2.517753 -0.01 0.08 0.01
Si -1.972633 -2.060630 2.412455 0.07 -0.07 0.05
C -3.385546 -1.189631 1.495179 0.11 -0.04 -0.13
C -2.206310 -1.436041 4.197923 0.04 0.00 -0.07
N -0.514134 -1.847305 1.616052 -0.34 -0.01 -0.16
C 0.727117 -2.302590 1.988995 -0.06 0.03 -0.02
C 1.186552 -2.320694 3.317632 0.03 0.02 -0.01
C 2.487822 -2.663033 3.663492 0.04 -0.02 0.09
C 3.398664 -2.975592 2.668935 0.09 -0.01 0.04
C 2.979819 -2.974790 1.342970 0.05 -0.11 0.08
C 1.656864 -2.715717 0.962374 -0.05 0.05 -0.21
N 1.244819 -2.744312 -0.365558 0.03 0.29 -0.07
Si 1.506032 -4.061839 -1.374576 0.03 0.00 -0.03
C 0.910132 -3.659020 -3.118577 -0.02 0.02 0.08
C 3.285259 -4.701228 -1.597744 -0.06 -0.01 0.03
C 0.549193 -5.600552 -0.795798 0.03 0.08 -0.05
H -3.361808 -4.064942 3.083509 -0.04 -0.01 0.02
H -1.635745 -4.453921 3.008397 0.05 -0.03 0.02
H -2.563749 -4.328229 1.520426 0.01 -0.02 -0.06
H -4.310454 -1.767588 1.573573 -0.06 -0.03 0.01
H -3.166528 -1.054161 0.434344 0.01 0.00 0.08
H -3.569145 -0.203225 1.918150 0.00 0.14 0.05
H -3.240060 -1.597644 4.521054 -0.05 -0.01 -0.02
H -1.995739 -0.366102 4.263577 0.04 0.05 -0.01
H -1.557666 -1.952621 4.906412 0.05 -0.03 0.06
H 0.495975 -2.020935 4.093883 -0.07 0.04 0.07
H 2.787598 -2.650183 4.706828 0.01 0.00 0.00
H 4.432835 -3.198018 2.912157 -0.01 0.00 0.00
H 3.692342 -3.183194 0.554646 0.01 -0.01 -0.01
H 1.162306 -2.630652 -3.384531 0.02 0.04 -0.01
H -0.169473 -3.775636 -3.230354 -0.05 0.01 -0.04
H 1.381323 -4.310201 -3.858242 0.03 -0.07 -0.01
H 3.944569 -3.894571 -1.923435 0.03 0.04 0.00
H 3.303501 -5.490277 -2.356377 0.00 -0.02 -0.04
H 3.680613 -5.121773 -0.670657 0.02 0.00 0.03
H -0.519855 -5.382981 -0.754866 -0.07 0.02 0.00
H 0.861617 -5.888092 0.210087 0.04 -0.01 0.07
H 0.704933 -6.454283 -1.460849 0.01 -0.07 -0.04
O -1.695425 -1.829487 -4.666383 -0.01 -0.04 0.02
S -2.023488 -0.822146 -3.616008 -0.14 0.04 -0.02
C -3.859343 -0.938157 -3.432906 0.09 -0.03 -0.01
C -4.184635 -1.734340 -2.167345 0.04 -0.03 -0.02
C -2.950702 -2.583030 -1.859945 -0.02 0.06 0.15
C -1.800677 -1.594416 -1.987906 -0.09 -0.34 -0.13
H -4.124949 -1.479532 -4.341718 -0.02 0.04 -0.01
H -4.305470 0.054529 -3.455425 0.02 0.05 0.02
H -5.094166 -2.324489 -2.296137 0.03 -0.04 -0.01
H -4.351750 -1.050303 -1.332184 -0.04 0.00 -0.02
H -2.826608 -3.389161 -2.585874 0.00 0.00 -0.01
H -2.975772 -3.015097 -0.858354 0.01 0.00 -0.02
H -0.812280 -2.053160 -1.921232 0.06 0.07 -0.01
H -1.932866 -0.814174 -1.232845 0.08 0.14 -0.05
O 3.735665 -1.082255 -2.579481 -0.03 -0.03 0.00
Cl 3.081562 0.125286 -2.190828 0.32 -0.12 -0.22
O 3.716280 1.251120 -2.819312 -0.13 0.04 0.10
O 3.108656 0.277608 -0.747491 0.14 0.15 0.40
O 1.672708 0.078739 -2.557918 -0.42 0.06 -0.29

---

Entry 2:
78
Properties=species:S:1:pos:R:3:forces:R:3 method="wB97M-V/def2-TZVPD" e_homo_ev="-8.4 / -8.2" spin_multiplicity=3 homo_lumo_gap_ev="7.19 / 5.43" s2=2.06
Au 0.829042 -0.180651 -1.806643 0.45 0.04 0.15
I 4.117422 3.247170 1.922200 -0.21 -0.06 -0.24
C 3.161458 3.644089 0.126517 -0.20 -1.49 -0.09
C 2.827499 4.906163 -0.200953 -0.65 1.19 -2.00
C 2.337550 5.242938 -1.504377 0.72 0.22 0.62
I 1.729775 7.268662 -1.833601 0.43 -1.17 0.03
C 2.236148 4.230096 -2.511785 -0.32 0.30 -0.05
C 1.940852 4.454685 -3.892292 -0.94 -0.49 0.61
C 1.288114 3.422571 -4.577975 0.95 1.61 -0.65
C 1.162502 2.192366 -3.939075 0.11 -0.71 -0.48
N 1.691572 1.911563 -2.758744 -0.31 -0.15 -0.53
C 2.259431 2.895263 -2.043316 -1.04 -0.45 -1.03
C 2.820745 2.508550 -0.773267 2.34 -1.20 2.81
O 3.167136 1.345347 -0.430724 -1.18 2.10 -1.31
H 3.006157 5.721297 0.449514 0.07 0.56 0.74
H 2.151004 5.456667 -4.291250 -0.41 -0.56 0.00
H 0.941670 3.575904 -5.631662 0.36 -0.31 1.18
H 0.712232 1.365211 -4.493767 -0.05 0.18 0.39
C -4.254587 -2.526566 0.338187 0.20 -1.47 -0.59
C -2.697169 -2.455959 0.272285 -1.27 1.17 -0.07
C -2.033258 -2.888978 1.564953 -1.45 -1.55 0.18
C -2.196520 -3.123752 -0.994938 0.99 -0.53 1.26
O -2.417571 -1.035996 0.079640 -0.36 -0.86 -0.88
Si -1.889844 0.214091 0.873820 1.28 1.40 -0.32
S -0.061823 1.064107 -0.084436 -0.58 -0.32 0.24
O -2.943329 1.429364 1.020319 -0.18 0.89 -0.69
C -3.365428 2.470774 0.063265 -0.01 -1.83 0.97
C -2.423005 3.660186 0.259185 -1.20 0.21 0.17
C -4.802074 2.716528 0.559103 0.13 0.18 -1.49
C -3.341679 1.843110 -1.339871 -0.15 1.42 0.09
O -1.572567 -0.139656 2.380619 0.99 -0.68 1.78
C -0.690973 0.225035 3.468778 -0.70 -0.07 0.20
C -0.346230 1.701937 3.366515 -0.17 -0.40 0.90
C 0.574379 -0.615841 3.468408 0.86 0.24 -2.29
C -1.443185 -0.089210 4.772375 1.28 -1.22 0.28
H -4.589644 -3.587565 0.168411 0.32 0.91 -0.27
H -4.733305 -1.842998 -0.383503 0.38 -0.45 0.10
H -4.672680 -2.320438 1.300055 0.09 0.56 0.86
H -2.200774 -3.982192 1.733187 0.18 0.71 -0.26
H -2.491781 -2.373035 2.413121 0.18 0.00 -0.19
H -0.987119 -2.709023 1.551341 0.99 0.18 -0.05
H -2.265369 -4.210178 -0.884389 -0.11 0.08 -0.15
H -1.130000 -2.883727 -1.086819 -0.22 -0.05 -0.24
H -2.751818 -2.787298 -1.842547 -0.33 0.23 -0.61
H -2.566066 3.944940 1.330732 0.43 0.12 -0.87
H -2.789655 4.463052 -0.414457 0.40 -0.15 0.48
H -1.378671 3.411880 0.037870 -0.36 0.04 0.09
H -4.857013 2.964832 1.594711 0.27 0.15 0.78
H -5.388696 1.819429 0.387416 0.02 -0.23 0.08
H -5.298246 3.502693 -0.002090 0.01 0.31 -0.17
H -2.340745 1.666325 -1.681546 0.74 0.20 -0.12
H -3.834165 2.519791 -2.040203 0.00 0.00 -0.13
H -3.808471 0.888266 -1.397808 -0.75 -0.69 0.32
H 0.150244 1.885696 2.422564 0.15 0.33 -0.09
H 0.305755 1.918727 4.222209 0.10 0.22 -0.35
H -1.249964 2.297048 3.492526 -0.01 0.12 -0.28
H 1.157207 -0.425820 2.504383 -0.72 -0.22 1.09
H 0.379640 -1.686998 3.489292 -0.10 0.01 0.18
H 1.238511 -0.322547 4.270792 0.00 -0.03 0.36
H -2.403744 0.387640 4.873966 -0.35 0.09 -0.12
H -0.789387 0.190470 5.620349 -0.37 0.16 -0.31
H -1.495798 -1.208840 4.859715 -0.47 0.99 -0.14
O 0.707654 -5.051329 0.144553 1.06 0.06 0.02
S 1.785255 -4.103274 0.287717 -0.25 1.77 0.25
O 2.103098 -3.575071 1.595393 -0.32 -0.46 -0.58
N 1.399121 -2.805270 -0.772203 1.39 -0.10 -1.64
C 2.266085 -2.757475 -1.793672 -2.24 -0.14 1.83
S 2.104815 -1.701260 -3.176950 -0.26 -0.07 1.04
C 3.363419 -3.709139 -1.663596 1.60 0.14 -1.51
C 4.433363 -3.811181 -2.583943 -1.31 0.40 0.69
C 5.464316 -4.619428 -2.250470 1.69 -1.58 0.09
C 5.463070 -5.382908 -1.073372 0.02 -0.10 0.98
C 4.342069 -5.409978 -0.246570 0.44 1.51 0.21
C 3.348652 -4.459185 -0.520609 -0.71 -1.57 -0.33
H 4.437914 -3.240586 -3.494227 -0.08 0.19 -0.15
H 6.323790 -4.775375 -2.908931 -0.26 0.45 0.13
H 6.376017 -5.865616 -0.665755 -0.70 0.04 -0.88
H 4.397668 -5.910116 0.706348 -0.28 -0.30 0.02

---

Sequential ΔE to the lowest compared entry with this formula, charge and spin output: 1.478 0.888 eV
Sequential calculated total energy output: -3830.30590 -3864.11123 a.u.